Molecular formula: C43H37AlN5O4P2
Method: DFT, the ωB97M-V functional and the def2-TZVPD basis

Element x y z (Å)
Al (7.570, -11.412, 12.926)
C (7.612, -9.953, 10.405)
N (8.094, -11.263, 10.803)
C (7.541, -12.389, 10.040)
C (6.421, -12.952, 10.847)
N (6.139, -12.561, 12.070)
C (4.885, -13.177, 12.411)
C (4.183, -13.287, 13.623)
C (3.194, -14.266, 13.673)
C (2.806, -14.962, 12.557)
C (3.411, -14.803, 11.315)
C (4.461, -13.900, 11.261)
N (5.498, -13.788, 10.310)
C (7.010, -9.182, 11.601)
N (6.844, -9.618, 12.846)
C (6.097, -8.619, 13.628)
C (5.218, -7.611, 15.768)
C (5.292, -6.159, 15.467)
C (6.626, -5.084, 13.529)
C (7.237, -6.156, 13.012)
C (6.244, -7.292, 12.760)
N (6.553, -7.925, 11.459)
H (8.456, -9.326, 10.055)
H (6.797, -9.987, 9.646)
H (9.064, -11.262, 10.703)
H (7.187, -12.040, 9.016)
H (8.337, -13.154, 9.865)
H (4.585, -12.806, 14.555)
H (2.702, -14.515, 14.619)
H (1.926, -15.613, 12.685)
H (3.138, -15.390, 10.487)
H (5.514, -14.191, 9.360)
H (4.737, -7.957, 16.655)
H (4.953, -5.444, 16.270)
H (7.039, -4.068, 13.689)
H (8.246, -6.275, 12.657)
H (6.476, -7.298, 10.631)
O (8.832, -12.838, 16.216)
C (8.721, -12.470, 15.092)
O (7.542, -12.386, 14.422)
C (9.886, -11.760, 14.240)
O (11.041, -11.674, 14.635)
O (9.436, -11.297, 13.090)
C (6.331, -9.458, 17.873)
P (7.136, -9.755, 16.181)
C (6.406, -8.328, 15.084)
C (4.576, -8.886, 13.518)
C (3.940, -7.773, 13.091)
C (4.886, -6.606, 12.926)
C (5.194, -5.563, 14.026)
C (6.528, -6.970, 15.712)
C (8.817, -9.100, 16.526)
C (9.479, -9.445, 17.725)
C (10.749, -8.845, 17.990)
C (11.277, -7.955, 17.111)
C (10.707, -7.766, 15.848)
C (9.455, -8.288, 15.571)
P (4.635, -10.101, 18.308)
C (4.726, -9.915, 20.096)
C (5.556, -10.730, 20.844)
C (5.678, -10.436, 22.219)
C (4.810, -9.555, 22.800)
C (3.852, -8.854, 22.076)
C (3.895, -8.939, 20.681)
C (4.625, -11.859, 17.935)
C (5.861, -12.531, 17.780)
C (5.887, -13.853, 17.409)
C (4.731, -14.569, 17.266)
C (3.471, -13.948, 17.452)
C (3.420, -12.578, 17.656)
H (6.368, -8.356, 17.999)
H (7.024, -9.841, 18.619)
H (4.138, -9.855, 13.529)
H (2.852, -7.559, 13.085)
H (4.606, -5.952, 12.068)
H (4.457, -4.780, 14.059)
H (7.257, -6.724, 16.506)
H (8.983, -10.100, 18.453)
H (11.316, -9.179, 18.866)
H (12.303, -7.557, 17.301)
H (11.169, -7.167, 15.052)
H (9.020, -8.091, 14.596)
H (6.300, -11.402, 20.402)
H (6.421, -10.888, 22.850)
H (4.970, -9.276, 23.817)
H (3.053, -8.264, 22.494)
H (3.366, -8.316, 19.995)
H (6.813, -12.026, 18.029)
H (6.855, -14.327, 17.236)
H (4.728, -15.612, 16.940)
H (2.488, -14.494, 17.372)
H (2.463, -12.025, 17.639)

Output
Kohn-Sham gap (eV): 7.28
Total charge: +1
LUMO level (eV): -2.60
Relative energy (zero: lowest compared OMol25 entry of this formula, charge and spin) (eV): 4.189
Energy (Eh): -3160.52659
HOMO energy (eV): -9.877



Molecular formula: C43H37N6O3PSW
Method: DFT, the ωB97M-V functional and the def2-TZVPD basis

Element x y z (Å)
W (0.061, -1.040, -0.110)
O (-0.010, -1.858, 1.800)
C (-1.014, -1.843, 2.753)
C (-0.750, -1.769, 4.107)
C (-1.784, -1.874, 5.028)
C (-3.082, -2.112, 4.579)
C (-3.348, -2.230, 3.240)
C (-2.336, -2.074, 2.256)
C (-2.665, -2.159, 0.884)
N (-1.821, -1.875, -0.123)
N (-2.310, -2.077, -1.382)
C (-1.388, -1.964, -2.304)
O (-0.132, -1.766, -1.998)
C (-1.723, -1.992, -3.730)
C (-0.688, -2.038, -4.667)
C (-0.969, -1.968, -6.016)
C (-2.281, -1.836, -6.447)
C (-3.311, -1.766, -5.520)
C (-3.038, -1.845, -4.169)
H (0.266, -1.646, 4.450)
H (-1.576, -1.791, 6.083)
H (-3.886, -2.218, 5.295)
H (-4.356, -2.417, 2.900)
H (-3.675, -2.447, 0.603)
H (0.331, -2.127, -4.320)
H (-0.162, -2.019, -6.732)
H (-2.495, -1.777, -7.505)
H (-4.332, -1.642, -5.855)
H (-3.818, -1.769, -3.428)
C (3.143, 2.624, -3.797)
C (2.037, 1.766, -4.407)
N (0.849, 1.770, -3.578)
C (0.791, 1.015, -2.461)
S (-0.822, 0.825, -1.779)
N (1.887, 0.517, -1.990)
N (1.806, -0.315, -0.913)
C (2.881, -1.005, -0.577)
C (4.205, -0.841, -1.245)
C (2.581, -2.212, 0.286)
C (3.669, -3.222, 0.340)
C (3.407, -4.516, 0.094)
C (2.092, -4.942, -0.243)
C (1.111, -4.006, -0.340)
N (1.304, -2.688, -0.155)
H (4.068, 2.498, -4.354)
H (3.292, 2.301, -2.772)
H (2.870, 3.676, -3.805)
H (2.394, 0.735, -4.486)
H (1.772, 2.130, -5.401)
H (-0.039, 2.034, -3.975)
H (4.187, 0.070, -1.835)
H (4.390, -1.689, -1.905)
H (5.015, -0.802, -0.517)
H (4.651, -2.869, 0.605)
H (4.201, -5.246, 0.143)
H (1.889, -5.983, -0.422)
H (0.095, -4.284, -0.605)
O (2.322, -1.744, 1.703)
C (1.175, -0.984, 1.732)
C (1.234, 0.052, 2.791)
C (2.201, 0.023, 3.792)
C (2.219, 1.014, 4.756)
C (1.272, 2.030, 4.726)
C (0.327, 2.077, 3.717)
C (0.314, 1.101, 2.730)
P (-0.705, 1.132, 1.212)
C (0.052, 2.594, 0.393)
C (-0.727, 3.485, -0.344)
C (-0.129, 4.473, -1.098)
C (1.252, 4.582, -1.131)
C (2.031, 3.720, -0.381)
C (1.437, 2.718, 0.369)
C (-2.240, 1.874, 1.922)
C (-2.318, 3.216, 2.297)
C (-3.412, 3.677, 3.008)
C (-4.437, 2.817, 3.367)
C (-4.385, 1.498, 2.960)
C (-3.301, 1.033, 2.236)
H (2.918, -0.786, 3.792)
H (2.962, 0.987, 5.541)
H (1.287, 2.807, 5.477)
H (-0.394, 2.879, 3.681)
H (-1.800, 3.373, -0.351)
H (-0.749, 5.148, -1.670)
H (1.716, 5.337, -1.749)
H (3.108, 3.817, -0.389)
H (2.051, 2.020, 0.924)
H (-1.534, 3.909, 2.027)
H (-3.459, 4.716, 3.298)
H (-5.269, 3.175, 3.954)
H (-5.179, 0.816, 3.217)
H (-3.276, 0.006, 1.911)

Output
Kohn-Sham gap (spin up / spin down) (eV): 6.00 / 6.00
LUMO level (spin up / spin down) (eV): -0.48 / -0.48
Relative energy (zero: lowest compared OMol25 entry of this formula, charge and spin) (eV): 3.157
Energy (Eh): -3021.66200
HOMO energy (spin up / spin down) (eV): -6.477 / -6.478



Molecular formula: C43H37N6O5STi
Method: DFT, the ωB97M-V functional and the def2-TZVPD basis

Element x y z (Å)
Ti (-0.622, -0.123, 0.183)
C (-3.301, 0.843, -3.202)
C (-2.564, 0.909, -2.010)
N (-1.751, -0.056, -1.635)
C (-1.630, -1.175, -2.398)
C (-2.338, -1.328, -3.603)
C (-3.181, -0.266, -3.994)
C (-2.188, -2.525, -4.342)
C (-1.388, -3.509, -3.837)
C (-0.708, -3.374, -2.609)
C (-0.808, -2.213, -1.861)
N (-0.290, -1.918, -0.625)
C (0.218, -2.857, 0.274)
C (0.949, -3.988, -0.017)
C (1.320, -4.895, 0.998)
C (0.979, -4.692, 2.304)
C (0.285, -3.511, 2.661)
C (-0.068, -3.182, 3.987)
C (-0.702, -2.001, 4.255)
C (-0.965, -1.123, 3.191)
N (-0.653, -1.409, 1.950)
C (-0.050, -2.590, 1.651)
H (-3.943, 1.670, -3.470)
H (-2.631, 1.771, -1.359)
H (-3.738, -0.349, -4.920)
H (-2.717, -2.645, -5.279)
H (-1.271, -4.438, -4.382)
H (-0.136, -4.214, -2.256)
H (1.302, -4.170, -1.018)
H (1.895, -5.768, 0.718)
H (1.253, -5.399, 3.076)
H (0.182, -3.873, 4.784)
H (-0.972, -1.712, 5.260)
H (-1.412, -0.152, 3.365)
C (0.873, 0.575, -3.798)
O (0.650, 1.092, -2.504)
C (0.099, 2.339, -2.419)
C (-0.071, 3.188, -3.500)
C (-0.621, 4.452, -3.306)
C (-1.000, 4.861, -2.038)
C (-0.848, 4.008, -0.954)
C (-0.311, 2.736, -1.133)
N (-0.175, 1.814, -0.096)
N (0.002, 2.347, 1.125)
C (0.596, 1.551, 2.071)
C (1.368, 0.416, 1.783)
O (1.238, -0.154, 0.584)
C (2.210, -0.176, 2.750)
C (2.227, 0.304, 4.027)
C (1.384, 1.391, 4.404)
C (1.338, 1.858, 5.737)
C (0.518, 2.895, 6.091)
C (-0.294, 3.512, 5.123)
C (-0.267, 3.088, 3.820)
C (0.574, 2.023, 3.434)
H (1.644, 1.142, -4.332)
H (-0.047, 0.575, -4.392)
H (1.204, -0.452, -3.656)
H (0.234, 2.881, -4.492)
H (-0.747, 5.112, -4.155)
H (-1.427, 5.845, -1.887)
H (-1.158, 4.292, 0.042)
H (2.809, -1.025, 2.438)
H (2.865, -0.148, 4.777)
H (1.967, 1.375, 6.477)
H (0.490, 3.239, 7.118)
H (-0.947, 4.327, 5.411)
H (-0.899, 3.539, 3.067)
O (-2.795, 2.746, 1.596)
C (-3.206, 1.610, 1.512)
C (-4.633, 1.196, 1.883)
C (-4.726, -0.266, 1.477)
C (-3.335, -0.566, 0.954)
O (-2.966, -1.625, 0.471)
N (-2.502, 0.511, 1.049)
H (-5.324, 1.850, 1.354)
H (-4.776, 1.373, 2.949)
H (-5.451, -0.464, 0.687)
H (-4.948, -0.950, 2.297)
O (3.519, -2.216, -0.481)
S (2.992, -1.218, -1.458)
C (3.997, -1.473, -2.978)
C (4.872, -0.238, -3.190)
C (5.163, 0.316, -1.797)
C (3.807, 0.365, -1.107)
H (3.344, -1.702, -3.820)
H (4.583, -2.358, -2.728)
H (4.321, 0.512, -3.766)
H (5.777, -0.479, -3.751)
H (5.648, 1.292, -1.822)
H (5.816, -0.372, -1.254)
H (3.159, 1.151, -1.507)
H (3.828, 0.448, -0.022)

Output
Kohn-Sham gap (spin up / spin down) (eV): 5.32 / 6.70
LUMO level (spin up / spin down) (eV): -0.54 / -0.55
Relative energy (zero: lowest compared OMol25 entry of this formula, charge and spin) (eV): 0.891
Energy (Eh): -3613.34137
HOMO energy (spin up / spin down) (eV): -5.865 / -7.241
Spin multiplicity: 2



Molecular formula: C43H38BiBrN2O6P
Method: DFT, the ωB97M-V functional and the def2-TZVPD basis

Element x y z (Å)
Bi (0.458, 0.666, -0.215)
O (-2.440, -1.851, -4.158)
C (-1.998, -0.736, -4.805)
C (-2.427, -0.552, -6.116)
C (-2.038, 0.564, -6.831)
C (-1.218, 1.514, -6.242)
C (-0.773, 1.328, -4.946)
C (-1.143, 0.203, -4.219)
C (-0.710, 0.034, -2.778)
O (0.132, 1.021, -2.321)
N (-0.084, -1.301, -2.600)
N (0.577, -1.481, -1.455)
C (1.324, -2.509, -1.262)
C (2.123, -2.770, -0.098)
Br (2.846, -1.246, 0.861)
C (2.549, -3.971, 0.329)
C (2.190, -5.293, -0.143)
C (0.953, -5.614, -0.713)
C (0.675, -6.919, -1.078)
C (1.628, -7.912, -0.913)
C (2.862, -7.603, -0.361)
C (3.133, -6.313, 0.043)
H (-2.143, -1.855, -3.242)
H (-3.071, -1.302, -6.551)
H (-2.384, 0.692, -7.847)
H (-0.929, 2.397, -6.793)
H (-0.131, 2.048, -4.460)
H (-1.619, -0.004, -2.151)
H (0.305, -1.737, -3.432)
H (1.399, -3.263, -2.048)
H (3.259, -3.972, 1.146)
H (0.190, -4.855, -0.814)
H (-0.291, -7.170, -1.488)
H (1.403, -8.927, -1.198)
H (3.605, -8.375, -0.236)
H (4.089, -6.082, 0.492)
C (-5.009, 4.917, -3.018)
O (-4.502, 3.654, -2.632)
C (-3.671, 3.586, -1.584)
C (-3.379, 4.654, -0.729)
C (-2.456, 4.477, 0.273)
C (-1.767, 3.270, 0.444)
C (-0.666, 3.211, 1.387)
C (-0.831, 3.821, 2.744)
O (0.421, 2.685, 1.104)
C (-2.108, 2.170, -0.385)
O (-1.633, 0.931, -0.179)
C (-3.064, 2.350, -1.372)
H (-5.539, 4.755, -3.954)
H (-4.198, 5.632, -3.179)
H (-5.704, 5.312, -2.275)
H (-3.855, 5.614, -0.844)
H (-2.194, 5.325, 0.888)
H (-1.154, 4.856, 2.690)
H (0.110, 3.753, 3.284)
H (-1.608, 3.267, 3.272)
H (-3.333, 1.530, -2.018)
O (-0.229, -0.283, 2.021)
P (-0.983, -0.732, 3.239)
C (-2.574, 0.116, 3.467)
C (-3.305, 0.447, 2.332)
C (-4.515, 1.108, 2.453)
C (-5.016, 1.410, 3.709)
C (-4.302, 1.057, 4.843)
C (-3.082, 0.414, 4.728)
C (-1.301, -2.516, 3.194)
C (-0.389, -3.325, 2.528)
C (-0.542, -4.699, 2.545)
C (-1.615, -5.261, 3.222)
C (-2.530, -4.454, 3.883)
C (-2.371, -3.080, 3.877)
C (-0.049, -0.444, 4.773)
C (0.103, 0.867, 5.213)
C (0.781, 1.132, 6.389)
C (1.312, 0.088, 7.131)
C (1.157, -1.218, 6.697)
C (0.478, -1.488, 5.520)
H (-2.909, 0.191, 1.363)
H (-5.068, 1.382, 1.567)
H (-5.965, 1.917, 3.805)
H (-4.700, 1.283, 5.820)
H (-2.529, 0.138, 5.617)
H (0.439, -2.859, 2.014)
H (0.171, -5.331, 2.036)
H (-1.733, -6.333, 3.239)
H (-3.366, -4.893, 4.407)
H (-3.070, -2.442, 4.399)
H (-0.319, 1.671, 4.629)
H (0.888, 2.149, 6.736)
H (1.850, 0.293, 8.045)
H (1.560, -2.030, 7.284)
H (0.361, -2.510, 5.188)

Output
Kohn-Sham gap (eV): 7.34
Total charge: +1
LUMO level (eV): -3.03
Relative energy (zero: lowest compared OMol25 entry of this formula, charge and spin) (eV): 0.878
Energy (Eh): -5352.14031
HOMO energy (eV): -10.370



Molecular formula: C43H38Co2N4O5P
Method: DFT, the ωB97M-V functional and the def2-TZVPD basis

Element x y z (Å)
O (3.426, 3.939, 0.226)
C (2.819, 2.954, 0.230)
Co (1.729, 1.572, 0.405)
C (2.368, 0.754, 1.793)
O (2.790, 0.266, 2.761)
C (0.552, 2.748, 0.981)
O (-0.033, 3.661, 1.397)
C (1.283, 1.063, -1.235)
C (2.317, 0.274, -0.640)
C (3.181, -0.758, -0.857)
C (4.557, -0.746, -0.370)
C (5.658, -0.385, -1.171)
C (6.930, -0.336, -0.602)
C (7.142, -0.679, 0.743)
C (6.069, -1.178, 1.499)
C (4.798, -1.154, 0.947)
Co (0.061, -0.155, -0.472)
C (0.338, -1.468, 0.651)
O (0.611, -2.314, 1.403)
C (-0.486, -0.622, -2.053)
O (-0.794, -0.889, -3.143)
P (-1.734, 0.695, 0.229)
C (-2.057, 0.925, 2.022)
C (-3.357, 1.223, 2.469)
C (-3.601, 1.455, 3.827)
C (-2.561, 1.328, 4.756)
C (-1.287, 0.952, 4.324)
C (-1.032, 0.746, 2.961)
C (-2.216, 2.318, -0.505)
C (-2.681, 3.401, 0.255)
C (-3.064, 4.595, -0.366)
C (-2.978, 4.725, -1.756)
C (-2.499, 3.658, -2.521)
C (-2.102, 2.469, -1.898)
C (-3.170, -0.384, -0.206)
C (-4.252, 0.053, -0.984)
C (-5.309, -0.817, -1.278)
C (-5.295, -2.130, -0.798)
C (-4.218, -2.572, -0.024)
C (-3.162, -1.705, 0.274)
H (1.212, 1.502, -2.223)
H (2.891, -1.540, -1.586)
H (5.455, -0.121, -2.214)
H (7.767, -0.030, -1.230)
H (8.148, -0.585, 1.167)
H (6.218, -1.586, 2.496)
H (3.915, -1.502, 1.474)
H (-4.179, 1.284, 1.751)
H (-4.605, 1.732, 4.153)
H (-2.752, 1.511, 5.817)
H (-0.482, 0.822, 5.051)
H (-0.030, 0.436, 2.636)
H (-2.773, 3.314, 1.336)
H (-3.427, 5.423, 0.248)
H (-3.279, 5.660, -2.236)
H (-2.435, 3.746, -3.608)
H (-1.703, 1.654, -2.509)
H (-4.278, 1.076, -1.361)
H (-6.142, -0.461, -1.886)
H (-6.121, -2.806, -1.028)
H (-4.197, -3.598, 0.347)
H (-2.329, -2.061, 0.888)
C (5.633, -1.488, 5.988)
N (5.218, -2.865, 5.834)
C (5.185, -3.615, 7.068)
C (5.063, -5.113, 6.865)
N (4.378, -5.495, 5.659)
C (4.009, -6.883, 5.586)
C (3.514, -7.350, 4.231)
N (2.912, -6.318, 3.442)
C (2.277, -6.798, 2.239)
C (3.238, -5.010, 3.590)
C (2.871, -4.055, 2.618)
N (3.280, -2.802, 2.732)
C (4.006, -2.357, 3.764)
C (4.431, -3.244, 4.781)
C (4.024, -4.603, 4.706)
H (6.184, -1.158, 5.104)
H (4.775, -0.819, 6.124)
H (6.284, -1.400, 6.863)
H (6.107, -3.407, 7.626)
H (4.349, -3.276, 7.711)
H (6.059, -5.580, 6.876)
H (4.523, -5.545, 7.715)
H (4.886, -7.477, 5.858)
H (3.243, -7.096, 6.346)
H (4.343, -7.830, 3.679)
H (2.757, -8.131, 4.371)
H (1.486, -6.120, 1.923)
H (2.991, -6.899, 1.412)
H (1.836, -7.777, 2.438)
H (2.272, -4.316, 1.747)
H (4.247, -1.290, 3.780)

Output
Kohn-Sham gap (eV): 4.56
Total charge: -1
LUMO level (eV): 2.11
Energy (Eh): -5363.39452
HOMO energy (eV): -2.449